{"formula": "C4H15N2O", "method": "ωB97M-V with the def2-TZVPD basis set", "elements": ["C", "C", "C", "C", "N", "N", "H", "H", "H", "H", "H", "H", "H", "H", "H", "H", "H", "H", "H", "H", "H", "O"], "positions_angstrom": [[-0.302, -0.343, 1.237], [-1.062, 0.480, 0.219], [-0.625, 0.381, -1.400], [-0.771, -1.059, -1.851], [-2.077, -1.768, -1.453], [1.170, -0.257, 1.077], [-0.594, -1.425, 1.262], [-0.505, 0.213, 2.057], [-2.049, 0.529, 0.495], [-0.590, 1.424, 0.448], [0.396, 0.743, -1.602], [-1.216, 1.128, -1.884], [-0.669, -1.251, -2.946], [0.008, -1.864, -1.498], [-2.391, -2.119, -2.337], [-1.912, -2.580, -0.935], [1.448, -0.459, 0.102], [1.489, 0.727, 1.121], [1.620, -0.745, 1.816], [3.633, 2.410, 2.084], [2.129, 2.869, 2.073], [2.763, 2.227, 1.643]], "forces_ev_per_a": [[-0.2966, -2.4358, -2.8330], [4.8902, 0.7303, -3.0136], [-0.6090, -1.2846, 2.8684], [0.1214, -3.5695, -0.4203], [0.4377, 2.5969, -1.5109], [-1.2982, 2.0056, -1.8922], [0.3244, 1.0371, 0.3157], [-0.6573, 0.6826, 3.4232], [-2.4909, -0.1599, -0.0946], [-0.5142, 1.0883, 0.0330], [0.0039, -0.2858, 0.6339], [-0.9031, -0.0371, -0.6357], [-0.0878, 0.8969, 0.5502], [-0.5180, 2.3218, -0.0235], [-0.7884, -0.1302, -0.2729], [0.6321, -1.2509, 1.1909], [0.4099, -1.1162, -0.0039], [0.0606, 0.2240, 0.6453], [1.3855, -1.2962, 1.1022], [-0.9762, -0.3173, -0.4912], [0.8859, -0.8506, -0.5338], [-0.0120, 1.1505, 0.9629]], "lowdin_spin": [0.1155, 0.0325, 0.0351, 0.0301, 0.0036, 0.1594, 0.0261, 0.0413, 0.0015, 0.0210, 0.0277, 0.0013, 0.0019, 0.0258, 0.0007, 0.0037, 0.0959, 0.0346, 0.1389, 0.0264, 0.0430, 0.1342], "total_energy_ev": -9414.213, "e_homo_ev": [-3.026, -9.792], "multiplicity": 2, "largest_force_ev_per_a": 5.79, "de_lowest_kj_mol": 286.9, "homo_lumo_gap_ev": [3.86, 10.36], "charge": 0}


{"formula": "C4H15N2O", "method": "ωB97M-V with the def2-TZVPD basis set", "elements": ["C", "C", "C", "C", "N", "N", "H", "H", "H", "H", "H", "H", "H", "H", "H", "H", "H", "H", "H", "H", "H", "O"], "positions_angstrom": [[0.892, -1.403, 1.343], [-0.299, -0.460, 1.724], [-1.209, -0.433, 0.647], [-1.348, 0.143, -1.896], [-0.579, 0.192, -0.651], [1.611, -0.758, 0.293], [0.241, -2.261, 1.055], [1.571, -1.873, 2.109], [-0.682, -0.757, 2.833], [-0.271, 0.641, 1.970], [-2.136, 0.269, 0.774], [-1.511, -1.416, 0.232], [-1.094, 0.726, -2.750], [-2.343, 0.591, -1.770], [-1.483, -0.980, -2.227], [-0.268, 1.144, -0.323], [0.413, -0.194, -0.846], [2.323, -0.048, 0.601], [2.206, -1.640, 0.012], [1.273, 3.069, -0.310], [1.589, 2.916, -1.782], [1.104, 2.531, -1.039]], "forces_ev_per_a": [[-1.7102, 0.4824, 2.4121], [1.3817, 0.5773, 5.7680], [-4.4206, 0.2317, -4.5055], [-2.8008, -2.1495, -0.1737], [2.1347, 1.3288, 0.5612], [3.8838, -2.9466, -1.7761], [1.0928, 0.1891, -0.7660], [-0.8946, 1.0937, -0.0483], [0.0654, 0.0410, -2.9589], [1.7613, -0.6574, -0.1224], [1.4799, -1.6172, 0.0918], [-0.3006, 0.3625, 0.6832], [1.7672, 0.3747, -0.2898], [-0.1068, -0.6110, 0.6434], [0.3224, 2.2871, 0.7451], [-0.6944, -0.5664, -1.1722], [-1.1505, -0.1288, 1.0414], [-1.0918, -1.0342, 0.0399], [-0.7321, 2.6713, -0.2881], [0.5439, 1.5677, 1.7937], [-0.1334, -0.0665, 0.1737], [-0.3972, -1.4297, -1.8529]], "lowdin_charge": [-0.2696, -0.2275, -0.1863, -0.0432, -0.0645, -0.0424, 0.1246, 0.1355, 0.1864, 0.1305, 0.1736, 0.1321, 0.0813, 0.0958, 0.1466, 0.1348, 0.1323, 0.1276, 0.1540, 0.0203, 0.0744, -0.0163], "total_energy_ev": -9410.936, "e_homo_ev": -13.959, "largest_force_ev_per_a": 6.32, "de_lowest_kj_mol": 263.0, "homo_lumo_gap_ev": 11.23, "charge": 1}